[1]
87
Properties=species:S:1:pos:R:3:forces:R:3 method="wB97M-V/def2-TZVPD" e_tot_ev=-160016.878 e_above_lowest_ev=0.313 homo_lumo_gap_ev="5.4 / 5.4" spin_multiplicity=2 homo_energy_ha="-0.053 / -0.054" charge=-2
Ti 0.9098 -2.0010 -0.7193 1.101 0.708 0.044
C 1.6765 1.4904 4.1879 0.018 -0.009 -0.041
C 2.3448 1.1615 2.8535 -0.008 0.014 -0.092
C 3.3436 0.0199 3.0259 -0.128 0.046 0.000
C 3.0534 2.3915 2.2896 0.010 -0.039 0.085
O 1.3450 0.6877 1.9525 0.145 -0.014 0.205
Si 0.2594 1.3580 0.9403 -0.058 -0.064 -0.070
S -0.6856 -0.1410 -0.1419 0.160 0.101 0.159
O 1.0688 2.4963 0.0823 0.174 -0.016 -0.232
C 0.7876 3.3278 -1.0369 -0.066 0.061 0.170
C 1.1349 4.7500 -0.5925 -0.017 -0.039 -0.015
C 1.6839 2.8927 -2.1885 -0.011 -0.001 0.019
C -0.6816 3.2613 -1.4499 0.021 0.007 0.006
O -0.8180 2.2963 1.7903 -0.020 0.134 0.006
C -2.0009 1.9677 2.5037 -0.083 -0.048 0.009
C -1.8631 0.6437 3.2425 -0.024 0.235 -0.055
C -2.2152 3.1056 3.5015 -0.008 -0.033 -0.050
C -3.1657 1.9092 1.5145 0.015 0.025 0.046
H 2.4228 1.8001 4.9240 0.020 0.015 0.001
H 1.1570 0.6075 4.5653 0.009 0.049 -0.008
H 0.9520 2.2969 4.0585 -0.021 0.002 -0.004
H 4.0937 0.2705 3.7814 -0.010 0.029 0.007
H 3.8353 -0.1844 2.0773 0.026 -0.025 -0.060
H 2.8180 -0.8882 3.3198 -0.010 -0.048 0.016
H 3.8543 2.6986 2.9691 -0.001 -0.020 -0.001
H 2.3566 3.2201 2.1649 -0.017 0.034 0.009
H 3.4795 2.1560 1.3150 0.005 -0.007 -0.022
H 2.1734 4.7859 -0.2597 0.015 -0.001 0.007
H 0.4933 5.0458 0.2402 -0.004 -0.010 0.004
H 1.0026 5.4590 -1.4135 -0.004 0.012 -0.018
H 2.7330 2.9596 -1.8955 0.003 -0.008 0.012
H 1.5152 3.5247 -3.0652 0.011 0.019 0.007
H 1.4746 1.8598 -2.4600 -0.022 -0.128 -0.007
H -1.3258 3.4797 -0.5956 0.015 0.000 0.000
H -0.9288 2.2696 -1.8270 -0.012 -0.048 0.005
H -0.8753 3.9979 -2.2344 -0.002 -0.013 -0.014
H -1.0106 0.6671 3.9212 -0.075 0.070 -0.044
H -1.7094 -0.1763 2.5404 0.001 0.038 0.014
H -2.7633 0.4400 3.8266 0.014 0.038 -0.029
H -1.3806 3.1483 4.2030 0.018 -0.008 0.005
H -3.1390 2.9566 4.0657 -0.012 -0.005 0.004
H -2.2716 4.0590 2.9730 -0.001 0.019 -0.012
H -2.9812 1.1270 0.7783 0.001 -0.006 -0.004
H -3.2574 2.8636 0.9918 -0.013 0.029 -0.014
H -4.1048 1.6998 2.0332 -0.017 -0.004 0.024
O 7.8376 -3.1152 -1.5164 0.032 -0.004 -0.005
C 6.6469 -2.9357 -1.3683 -0.037 -0.001 0.013
S 5.4364 -4.2128 -1.4678 0.005 0.005 -0.004
C 4.0213 -3.2149 -1.1650 0.061 0.165 0.069
C 4.2408 -1.9025 -0.9584 -0.026 -0.161 -0.006
S 3.0141 -0.7114 -0.6490 -0.125 0.117 -0.080
S 5.9159 -1.3700 -1.0266 0.011 -0.013 0.000
S 2.4515 -3.9596 -1.1346 -0.189 0.114 -0.026
C -0.3988 -4.7288 -3.5668 0.032 0.003 -0.056
O -1.5964 -4.6350 -2.7696 -0.040 -0.045 0.001
C -1.5091 -3.7824 -1.7527 -0.279 0.271 -0.238
O -0.4792 -3.2263 -1.4430 -0.529 -0.972 -0.020
N -2.7081 -3.5983 -1.1397 0.081 0.024 0.070
N -2.7035 -2.6065 -0.1507 -0.184 -0.028 -0.058
H -0.5935 -5.5364 -4.2676 0.026 0.017 -0.009
H 0.4638 -4.9482 -2.9405 0.002 -0.012 -0.018
H -0.2228 -3.7868 -4.0871 0.007 -0.044 0.039
H -3.4862 -3.6399 -1.7845 0.017 -0.050 -0.031
H -3.5277 -2.6953 0.4217 0.046 -0.030 0.090
H -2.5925 -1.6695 -0.5350 -0.003 -0.059 -0.023
Te 0.9402 -3.3660 1.7667 -0.104 -0.078 0.164
C -0.3861 -2.6023 3.2495 0.078 0.112 -0.059
C -0.0315 -1.9509 4.4017 0.076 -0.138 -0.052
C -1.1155 -1.6655 5.2727 -0.079 -0.149 0.082
C -2.3055 -2.1064 4.7802 -0.039 -0.087 0.041
S -2.0910 -2.8476 3.2472 0.047 -0.138 0.045
H 0.9947 -1.6930 4.6188 0.046 -0.017 -0.016
H -1.0124 -1.1460 6.2167 -0.011 0.017 0.013
H -3.2845 -2.0008 5.2214 -0.016 0.006 -0.001
C -2.0266 0.1170 -7.1181 0.000 -0.018 0.011
C -1.9963 -0.4304 -5.7165 -0.050 -0.002 0.027
C -3.1670 -0.7880 -5.0474 0.037 -0.018 0.042
C -2.9874 -1.2978 -3.7722 -0.029 0.066 -0.083
N -1.8093 -1.4410 -3.1938 -0.179 -0.013 -0.036
C -0.7193 -1.0497 -3.9009 0.085 0.053 0.095
S 0.8516 -1.1325 -3.2227 0.169 -0.013 0.072
N -0.8054 -0.5574 -5.1637 -0.058 0.025 -0.123
H -3.0420 0.3562 -7.4355 -0.007 -0.001 -0.002
H -1.6053 -0.6157 -7.8089 0.002 -0.002 -0.001
H -1.4061 1.0105 -7.1751 0.000 0.005 0.002
H -4.1461 -0.6796 -5.4931 -0.006 0.015 0.004
H -3.8508 -1.5995 -3.1787 -0.009 -0.015 -0.003

=====

[2]
78
Properties=species:S:1:pos:R:3:forces:R:3 method="wB97M-V/def2-TZVPD" e_tot_ev=-64940.237 e_above_lowest_ev=0.013 homo_lumo_gap_ev=8.2 homo_energy_ha=-0.298 charge=0
C -4.8360 -0.8220 1.3483 -0.156 -0.137 0.160
C -4.0091 0.1835 0.6396 0.021 0.156 -0.202
S -4.7329 1.7107 0.1663 0.441 -0.357 0.072
C -3.2270 2.2654 -0.4760 0.658 -0.781 0.085
N -3.0051 3.5165 -0.9216 -0.366 0.534 -0.064
C -1.7790 3.7934 -1.2110 -0.268 0.186 -0.012
N -0.7573 2.9098 -1.2180 -0.223 -0.410 -0.011
C 0.6117 3.3343 -1.3988 0.663 0.258 0.111
C 1.2836 3.6226 -0.0331 -0.414 -0.111 -0.621
O 1.8750 4.6641 0.1566 0.278 0.343 -0.023
N 1.1216 2.6545 0.8760 0.007 -0.373 0.372
C 1.6855 2.7073 2.2071 0.011 -0.007 0.368
C 2.5872 1.5041 2.4777 0.094 0.232 -0.169
C 3.9466 1.5652 1.7363 -0.103 0.001 0.168
N 4.1717 0.6179 0.6692 0.012 0.004 -0.057
C 3.3673 0.8197 -0.5163 0.381 -0.083 -0.203
C 3.9631 0.0437 -1.6933 -0.363 -0.056 -0.093
C 3.1163 0.2566 -2.9446 0.219 -0.030 0.220
C 4.0550 -1.4372 -1.3279 0.433 0.368 0.133
C 4.8289 -1.6170 -0.0225 -0.278 -0.301 0.111
C 4.8960 -3.0848 0.3865 0.070 0.314 -0.069
C 4.1695 -0.7720 1.0703 0.375 0.007 -0.203
C -0.9584 1.5371 -0.9647 -0.259 0.130 -0.359
O -0.0861 0.7308 -1.2226 0.205 0.132 -0.021
C -2.2544 1.2762 -0.4038 -0.296 0.650 -0.163
C -2.7041 0.1064 0.2640 0.247 -0.426 0.322
S -1.4798 -1.0796 0.8210 -0.687 0.254 -0.177
O -2.1169 -1.9359 1.7886 -0.045 -0.036 -0.214
O -0.3478 -0.3218 1.2725 0.188 -0.104 -0.131
N -1.1186 -1.8786 -0.5735 -0.218 0.550 0.915
C -2.1103 -2.8437 -0.9827 -0.402 -0.448 0.194
C -1.8490 -4.2282 -0.3826 -0.030 -0.110 -0.280
C -2.8667 -5.2392 -0.8998 0.176 0.241 0.163
C -0.4213 -4.6537 -0.7334 0.020 0.182 0.200
C 0.6200 -3.6246 -0.2758 -0.026 -0.020 -0.052
C 0.7588 -3.5790 1.2439 0.059 0.005 -0.236
C 0.2506 -2.2475 -0.8409 0.718 0.005 0.106
H -5.4653 -0.3399 2.0934 -0.058 -0.038 0.084
H -4.1824 -1.5461 1.8294 -0.195 0.028 0.015
H -5.4893 -1.3410 0.6456 -0.042 -0.034 -0.021
H -1.5435 4.8138 -1.4784 0.205 0.061 -0.066
H 0.6550 4.2437 -1.9988 -0.016 -0.094 0.114
H 1.1556 2.5266 -1.8975 -0.095 0.156 -0.011
H 0.7001 1.7664 0.6395 0.029 0.069 -0.228
H 2.2372 3.6463 2.2936 -0.094 -0.091 0.048
H 0.8615 2.7107 2.9302 0.113 0.099 -0.016
H 2.0401 0.6031 2.1932 -0.003 -0.123 0.089
H 2.7631 1.4526 3.5526 -0.050 -0.060 0.045
H 4.7535 1.4106 2.4590 -0.039 0.093 -0.004
H 4.0773 2.5636 1.3093 0.037 0.041 0.060
H 3.3700 1.8880 -0.7486 -0.083 0.017 -0.015
H 2.3226 0.4918 -0.3747 -0.043 0.049 -0.027
H 4.9761 0.4201 -1.8706 -0.018 0.009 0.052
H 2.0790 -0.0040 -2.7431 -0.169 -0.022 -0.025
H 3.4786 -0.3624 -3.7625 0.009 -0.041 -0.137
H 3.1580 1.2974 -3.2603 -0.060 0.125 -0.095
H 4.5473 -1.9895 -2.1320 -0.049 -0.074 -0.057
H 3.0474 -1.8408 -1.2095 -0.153 -0.108 -0.002
H 5.8460 -1.2380 -0.1664 -0.033 0.034 0.024
H 5.3704 -3.6758 -0.3938 0.036 -0.119 -0.058
H 5.4701 -3.2015 1.3030 0.055 -0.093 0.118
H 3.8964 -3.4794 0.5560 -0.156 -0.107 0.034
H 4.7346 -0.8640 2.0014 -0.037 -0.038 0.047
H 3.1478 -1.1543 1.2500 -0.021 -0.037 0.046
H -3.0824 -2.4617 -0.6639 -0.163 -0.128 -0.194
H -2.0955 -2.8981 -2.0775 -0.044 0.029 0.020
H -1.9488 -4.1454 0.7026 0.009 0.009 -0.046
H -3.8770 -4.9325 -0.6396 -0.170 -0.022 0.002
H -2.8015 -5.3286 -1.9827 -0.017 -0.043 -0.147
H -2.6821 -6.2179 -0.4638 -0.022 -0.125 0.012
H -0.2041 -5.6221 -0.2777 0.009 -0.068 -0.050
H -0.3481 -4.7721 -1.8186 -0.021 -0.078 -0.091
H 1.5901 -3.9096 -0.7018 -0.057 0.076 -0.012
H -0.1431 -3.1946 1.7116 -0.012 -0.102 0.156
H 1.5813 -2.9251 1.5269 0.082 0.071 0.075
H 0.9600 -4.5734 1.6382 0.004 -0.083 0.076
H 0.8622 -1.4616 -0.3999 0.201 -0.065 -0.187
H 0.3875 -2.2310 -1.9276 -0.012 0.066 0.032

=====

[3]
78
Properties=species:S:1:pos:R:3:forces:R:3 method="wB97M-V/def2-TZVPD" e_tot_ev=-79051.315 e_above_lowest_ev=0.000 homo_lumo_gap_ev=6.3 homo_energy_ha=-0.391 charge=+1
Au -0.7899 0.3882 0.5621 0.353 -0.803 0.389
S -2.5848 1.6364 1.3421 -0.234 -0.270 -0.382
C -2.9834 0.5584 2.6660 0.375 0.010 0.181
N -4.0871 0.4967 3.3749 0.276 -0.024 -0.008
N -5.2138 1.0339 3.0482 -0.057 0.010 0.051
C -5.6955 1.4690 1.7745 0.044 0.016 0.022
C -6.4693 2.6190 1.7304 0.029 0.041 -0.027
C -7.0002 3.0315 0.5187 0.009 -0.020 -0.012
C -6.7576 2.2955 -0.6330 0.029 -0.052 0.023
C -5.9965 1.1345 -0.5715 -0.034 0.036 -0.022
C -5.4677 0.7095 0.6353 -0.031 -0.020 -0.022
N -2.0281 -0.2938 3.1887 -0.535 -0.152 -0.247
N -1.0557 -0.6008 2.4529 -0.041 0.623 0.173
C -0.1694 -1.5697 3.0299 0.047 -0.028 -0.160
C 0.4759 -2.4403 2.1649 -0.232 -0.078 0.020
C 1.3163 -3.4178 2.6767 -0.046 0.044 0.028
C 1.5154 -3.5098 4.0466 -0.029 0.058 0.042
C 0.8548 -2.6363 4.9047 0.081 -0.090 -0.014
C 0.0019 -1.6690 4.4040 0.057 0.148 -0.019
H -5.9010 0.9596 3.7857 0.030 -0.050 -0.040
H -6.6395 3.1926 2.6329 0.002 -0.006 0.003
H -7.5985 3.9307 0.4752 -0.007 0.010 -0.005
H -7.1689 2.6213 -1.5783 -0.005 0.005 -0.012
H -5.8168 0.5531 -1.4666 -0.013 0.016 0.023
H -4.8892 -0.2033 0.6918 -0.020 0.016 0.013
H 0.2660 -2.3773 1.1013 0.000 -0.021 0.092
H 1.8046 -4.1159 2.0101 0.010 -0.031 -0.023
H 2.1736 -4.2679 4.4479 0.008 -0.008 0.009
H 1.0031 -2.7128 5.9730 0.005 -0.007 0.010
H -0.5202 -0.9893 5.0626 -0.002 0.000 -0.007
C 2.3158 -0.8994 -3.2507 -0.080 0.050 0.030
Si 2.1946 -2.3266 -2.0526 0.069 -0.027 -0.023
C 0.4794 -3.0518 -2.0345 -0.035 0.030 -0.056
C 3.4866 -3.6163 -2.4239 -0.018 -0.032 0.011
C 2.5810 -1.6717 -0.3041 -0.071 -0.111 -0.024
Te 1.8369 0.2734 0.0476 -0.098 0.129 0.107
C 2.4575 0.4299 2.0793 0.075 -0.083 -0.020
Si 4.1301 1.3163 2.2652 -0.026 -0.024 -0.045
C 3.9401 3.0488 1.6033 -0.003 0.019 0.008
C 5.3961 0.3663 1.2710 0.012 0.001 0.012
C 4.5501 1.3115 4.0785 0.006 -0.002 0.018
H 2.2095 -1.2599 -4.2759 -0.005 -0.014 -0.014
H 3.2847 -0.4010 -3.1815 0.031 0.028 0.004
H 1.5311 -0.1531 -3.0814 0.051 -0.056 -0.015
H 0.2241 -3.4336 -3.0260 -0.006 0.002 0.010
H -0.2723 -2.3019 -1.7766 -0.024 0.024 0.019
H 0.4011 -3.8860 -1.3351 -0.013 -0.016 0.040
H 3.3074 -4.0700 -3.4006 0.001 0.000 -0.009
H 3.4790 -4.4184 -1.6833 0.002 -0.006 0.006
H 4.4878 -3.1815 -2.4392 0.005 0.004 -0.001
H 3.6594 -1.5662 -0.1631 0.020 0.088 -0.043
H 2.2106 -2.3213 0.4883 0.103 0.054 -0.121
H 2.4846 -0.5934 2.4583 -0.010 0.020 0.049
H 1.6699 0.9658 2.6120 -0.013 0.035 -0.012
H 3.6736 3.0593 0.5438 0.000 -0.003 0.002
H 4.8775 3.5987 1.7064 0.007 0.008 -0.001
H 3.1745 3.6032 2.1504 -0.006 0.001 -0.003
H 5.1582 0.3521 0.2044 -0.004 0.009 -0.029
H 5.4879 -0.6655 1.6169 -0.002 -0.015 0.000
H 6.3786 0.8322 1.3684 0.009 0.001 0.003
H 3.7893 1.8316 4.6634 -0.005 0.004 0.004
H 5.5027 1.8155 4.2526 0.010 0.005 0.005
H 4.6370 0.2945 4.4650 -0.001 -0.010 0.004
C 0.0929 2.5220 -4.8947 0.054 0.003 -0.008
Si -1.2537 1.3668 -4.3312 -0.064 0.034 -0.054
C -2.9403 2.1264 -4.5539 0.017 0.030 -0.037
C -1.1485 -0.2768 -5.2061 0.045 -0.019 -0.002
C -1.0158 1.0617 -2.5200 0.054 -0.126 -0.115
C -0.8989 0.8008 -1.3431 -0.087 0.602 0.173
H -0.0147 2.7394 -5.9595 0.009 0.004 -0.003
H 1.0821 2.0853 -4.7396 -0.017 0.008 -0.005
H 0.0519 3.4679 -4.3525 0.000 0.004 0.003
H -3.1200 2.3585 -5.6062 0.000 -0.003 0.009
H -3.0332 3.0522 -3.9841 -0.006 -0.001 0.008
H -3.7219 1.4417 -4.2233 -0.025 -0.012 0.023
H -1.2926 -0.1427 -6.2806 -0.003 -0.004 0.004
H -1.9158 -0.9637 -4.8467 -0.013 -0.012 0.008
H -0.1743 -0.7465 -5.0562 -0.014 0.005 0.001